Molecular formula: C3H2N2O3
Method: DFT, ωB97M-V with the def2-TZVPD basis set

E_tot (Eh): -450.7282
Strongest force on any atom (hartree/bohr): 0.105
SMILES: [H]/N=C1\NC(=O)OC1=O
Spin multiplicity: 1
LUMO level (eV): -0.6
Energy above the lowest of the compared OMol25 structures with the same formula, charge and spin (eV): 2.0418

Geometry as XYZ:
```
10
Properties=species:S:1:pos:R:3:lowdin_charge:R:1
H -0.80 -2.51 -0.28 0.0770
N -1.31 -1.63 0.03 0.1301
C -0.57 -0.52 -0.01 -0.2653
N 0.83 -0.46 -0.09 0.1218
C 1.14 0.94 -0.06 -0.4993
O 2.18 1.32 -0.61 0.1006
O 0.15 1.64 0.53 0.1373
C -1.11 0.93 0.49 -0.2958
O -2.17 1.34 0.64 0.2406
H 1.65 -1.05 -0.65 0.2529
```